No. 1
C20H20CaCl5GeINO3PS2 | ωB97M-V with the def2-TZVPD basis set

Output
HOMO-LUMO gap = 5.9 eV

ORCA input file:
```
! wB97M-V def2-TZVPD RIJCOSX def2/J DEFGRID3
* xyz -2 1
H -1.0206 -2.6452 -0.7629
S -2.8991 3.6525 0.1052
Cl 3.8496 -3.0705 -0.6845
O -1.7211 6.0540 -1.2051
H -0.6345 4.3100 -1.4423
O -0.2595 0.8996 0.6839
C -2.8959 -0.8613 0.0806
C -3.0672 -2.3211 -0.2108
P -2.2295 5.6480 0.3376
C 0.5987 -1.2956 0.9627
H -5.4301 -4.7750 -0.1472
O -1.3835 -3.4564 7.0219
Ca -0.7308 2.9049 1.4152
C 1.5962 -2.2501 0.6594
C 1.5275 -3.5000 1.3236
H 0.3418 6.9646 -2.6290
C 2.6789 -0.6480 -0.7965
I 1.8514 2.2574 -1.1705
Cl 0.8387 2.1368 3.7807
C -1.9928 -3.1042 -0.6292
H -1.2934 -5.0596 -1.1879
Cl -3.5771 -6.7598 -1.0029
H 1.4071 -1.5346 5.7600
C -0.8018 5.2679 -1.9415
C -3.3786 -5.0465 -0.6962
H 2.2789 -4.2503 1.1186
C 0.6329 0.0348 0.3897
C -0.4140 -2.7061 2.4585
C -2.1380 -4.4624 -0.8713
H 3.4833 -0.3902 -1.4716
H -2.8348 -1.6749 2.9614
H 0.4896 -4.6289 2.8105
H -5.1494 -2.3553 0.2959
C -4.4679 -4.2998 -0.2831
C -4.3052 -2.9444 -0.0429
Cl -0.5898 -0.3845 5.2575
H 1.2023 5.4160 -2.7285
C 1.7049 0.2997 -0.4673
H -1.2574 5.0400 -2.9111
H -2.4296 0.8432 2.5000
C 0.5462 -3.7142 2.2377
C -1.4658 -3.5632 5.8983
H -3.7057 -0.2714 -0.3499
H -1.9525 -0.4772 -0.2982
H 1.0936 -1.5046 4.0380
S -0.4082 5.5295 1.4248
H 0.9570 6.2043 -1.1499
H 0.1748 1.0938 4.3996
N -0.4163 -1.5616 1.8316
C 0.5089 6.0102 -2.1242
Cl -5.1786 -0.1565 2.2538
C 0.6573 -1.8070 5.0023
Ge -2.9532 -0.4993 2.0081
H -1.1997 -2.8752 3.1824
C 2.6186 -1.8982 -0.2540
*
```

No. 2
C20H20Cl2N4O8Pt | ωB97M-V with the def2-TZVPD basis set

Output
HOMO-LUMO gap (spin up / spin down) = 7.9 / 9.0 eV

ORCA input file:
```
! wB97M-V def2-TZVPD RIJCOSX def2/J DEFGRID3
* xyz 0 3
C 35.9132 -17.3628 -16.8599
H 30.9740 -22.0069 -22.7421
N 34.1498 -16.5494 -20.7637
O 36.5166 -18.7425 -21.0035
H 32.8478 -13.4963 -22.7784
H 33.4152 -21.7338 -23.3517
C 36.3879 -20.9367 -18.7954
C 32.0244 -19.7322 -20.4854
Pt 34.6810 -18.3488 -19.5433
C 34.4945 -22.4872 -17.6362
O 36.6495 -18.8158 -23.3491
O 38.5940 -18.6530 -22.0469
C 34.4090 -14.8933 -22.4878
H 31.5742 -19.1218 -19.7095
H 35.9043 -24.0733 -17.6348
Cl 31.9159 -17.9453 -16.8763
H 30.1379 -20.7900 -20.7619
O 32.9853 -18.1288 -17.8746
C 37.1784 -15.4525 -16.2208
C 36.5955 -16.6649 -15.8995
C 33.1870 -14.3181 -22.1584
C 37.1282 -15.0571 -17.5588
H 33.3174 -20.6952 -17.7924
H 31.5317 -14.4179 -20.7662
N 35.1690 -20.4048 -18.6135
O 32.5476 -17.6988 -15.6101
O 31.1366 -19.1512 -16.8445
H 37.7426 -22.5897 -18.5718
N 35.7769 -16.9579 -18.1294
C 35.7538 -23.0246 -17.8593
C 31.6322 -21.3525 -22.1851
H 34.9798 -14.5903 -23.3532
C 36.7378 -22.2216 -18.4362
H 32.5273 -16.2054 -19.4929
O 37.3288 -20.6668 -22.0399
C 34.2601 -21.1853 -18.0184
C 32.4709 -14.8286 -21.1031
C 33.7548 -20.3186 -21.8304
H 35.4387 -18.3051 -16.6129
Cl 37.3027 -19.2239 -22.1256
H 33.7490 -23.0322 -17.0757
C 33.0269 -15.9063 -20.4101
H 37.1673 -20.3538 -19.2690
H 37.6806 -14.8721 -15.4594
O 31.1112 -16.8251 -17.2828
C 34.8664 -15.9597 -21.7458
H 37.6137 -14.1411 -17.8630
N 33.3249 -19.6087 -20.7658
H 36.7058 -17.1063 -14.9183
C 31.1537 -20.6384 -21.0925
H 34.7864 -20.1527 -22.1137
H 36.2527 -15.4167 -19.4507
C 32.9640 -21.2058 -22.5226
C 36.3278 -15.7709 -18.4309
H 35.7535 -16.4971 -22.0654
*
```

No. 3
C20H20Cl3CoN10S4Se | ωB97M-V with the def2-TZVPD basis set

Output
HOMO-LUMO gap (spin up / spin down) = 4.9 / 5.4 eV

ORCA input file:
```
! wB97M-V def2-TZVPD RIJCOSX def2/J DEFGRID3
* xyz -1 4
N 3.3465 0.9907 3.6548
C 5.2948 0.4026 5.0726
H -3.7972 2.8951 2.3033
H -2.3831 3.0821 1.2509
S 1.3798 2.5823 3.5427
H 4.2707 -0.8806 2.1182
C -2.2340 3.0941 -4.2762
H -2.3420 1.7343 -0.7525
N -0.6518 -1.4254 -0.7819
Co -0.6530 0.1965 -1.7590
C -1.4229 -2.4140 -6.3017
C 4.8637 -0.7651 3.0130
H -0.0494 -3.4421 0.6334
H -3.7129 -0.6418 2.5647
S 2.6405 1.9008 6.1481
Cl -2.7681 2.4440 -5.7636
C -3.2996 2.5146 1.4116
N -0.0945 -0.8111 -3.3118
N 2.9527 0.9697 2.3354
H -0.1922 -2.2088 -1.2282
H 6.2370 -2.3193 2.5086
H 7.5879 -2.0453 4.5669
N 0.8113 -2.1219 -5.3798
Cl -2.5442 4.7368 -3.9766
H -3.9520 2.6410 0.5461
C -0.5215 -1.9402 -5.3295
Se 1.5318 -1.3243 -3.9533
H 6.9984 -0.2575 6.1737
C -3.2700 -1.4696 -5.0528
N -0.8087 1.6435 -2.7860
H -3.4681 -2.5354 -6.9077
C -1.4816 2.3225 -3.4434
H -0.7018 -2.8515 2.0812
H 5.0570 1.1731 5.7829
N -0.7121 -2.8310 1.0767
H -4.3339 -1.2883 -4.9636
N -1.6019 -0.7044 1.2041
C 6.7330 -1.4066 4.3844
H -1.0312 -2.9550 -7.1536
C 6.3963 -0.4120 5.2875
H -2.8052 -0.4443 -3.2200
C -0.9518 -1.6364 0.4435
S 1.7150 0.6711 -0.7142
C -2.4166 -0.9968 -4.0718
C -4.0413 0.3413 2.2329
C -2.1189 0.5059 0.7396
C 2.6023 1.7615 4.5034
C -2.7754 -2.1729 -6.1573
C -1.0371 -1.2164 -4.1990
C 5.9689 -1.5655 3.2375
S 1.1826 2.1034 0.5999
C 1.9610 1.7410 2.1048
H -1.7738 -0.9279 2.1662
N -2.9529 1.1144 1.6494
C 4.5026 0.2132 3.9427
H -4.4226 0.8782 3.0996
Cl -4.1226 2.1636 -2.0340
N -1.7288 0.9856 -0.3783
H -4.8590 0.2081 1.5155
*
```

No. 4
C20H20ClN3O12Ru | ωB97M-V with the def2-TZVPD basis set

Output
HOMO-LUMO gap (spin up / spin down) = 8.5 / 7.5 eV

ORCA input file:
```
! wB97M-V def2-TZVPD RIJCOSX def2/J DEFGRID3
* xyz -1 2
O 1.9661 0.4702 -1.1385
H 0.4579 -6.0203 -1.2063
N 1.2379 1.0596 3.9935
N -0.4913 3.8520 0.2434
C -0.2020 -4.2386 -2.1948
C 1.6308 -0.7546 -1.3408
O 1.0428 -1.4581 -0.5012
C -1.3024 1.2226 -1.9454
H 1.7077 3.0406 4.5050
C -2.1981 -2.4999 -3.1052
H 1.4685 -4.5905 -0.9129
C 1.9175 2.2939 3.7301
N -0.4486 2.6199 -0.2573
H 2.9912 2.1065 3.7142
C -1.5355 -4.6161 -2.1657
C 1.5533 -1.1908 2.9974
C 1.8716 -1.3712 -2.7066
O 1.7644 2.2180 1.3469
O -0.8043 0.9800 1.8447
C 0.1207 -2.9832 -2.7133
C 0.8828 -5.1259 -1.6615
H -1.8146 -5.5822 -1.7650
O 1.4649 -2.7087 -2.7920
H 1.8074 -0.6630 5.0533
C -1.1348 0.6744 3.0543
H 1.4022 -0.7283 -3.4556
H 0.0889 4.0693 1.0971
Cl -4.1883 -4.2576 -2.5651
O -1.9141 1.0469 -2.9981
O 1.0401 4.0484 2.3699
H -2.6398 2.5144 -3.3961
C -1.2647 4.6232 -0.5301
C -0.8653 -2.1169 -3.1575
H -0.4751 2.0751 4.4986
H -2.9723 -1.8169 -3.4246
H 3.0078 0.0108 3.9478
O -3.0653 5.4533 -2.6739
C -2.6650 4.3148 -2.6417
H 1.6265 -1.2776 1.0382
Ru 0.5121 0.9913 0.3290
H -0.6277 -1.1228 -3.5057
H 2.0726 -2.1376 3.1928
H 1.5734 -5.4314 -2.4498
C -2.5175 -3.7522 -2.6227
O -0.6953 0.3230 -1.2642
C -1.2056 2.5800 -1.3360
O 1.9399 -0.6689 1.7394
O -2.1945 0.1629 3.3661
H 0.4758 -1.3952 3.0212
H -1.4315 5.6619 -0.3055
C -0.1768 1.0645 4.1960
C 1.9410 -0.1891 4.0684
O -3.0175 3.4219 -3.5603
C 1.5325 2.9099 2.3898
H -0.4355 0.4074 5.0346
H 2.9435 -1.3656 -2.9112
C -1.7585 3.8465 -1.5674
*
```

No. 5
C20H20ClO13PSi | ωB97M-V with the def2-TZVPD basis set

Output
SMILES string = O=C1C=C(O)C(=O)C=C1O.O=C1C=C(O)C(=O)C=C1O.O=C1C=C(O)C(=O)C=C1O.C[SiH](C)P(O)Cl
HOMO-LUMO gap = 6.9 eV

ORCA input file:
```
! wB97M-V def2-TZVPD RIJCOSX def2/J DEFGRID3
* xyz 0 1
H 2.0587 -5.6935 3.4680
H -3.5572 -2.7267 -3.1285
C -1.0166 -4.0171 0.2438
Si -1.5844 5.6974 -5.3705
H 0.7880 2.0318 -2.1049
C -0.4741 -2.6819 -0.2262
C -2.7274 -3.9263 -1.4357
C 2.3245 -4.9986 4.2524
C 0.5426 0.9961 0.8250
H 0.7265 -0.0692 0.8295
C 2.5137 -2.7067 5.2616
O -0.3025 3.6157 3.2894
C 0.5727 1.7425 -0.2888
H -0.6993 -1.0702 -1.6731
O -2.8398 -2.0884 -2.9344
O 0.4862 -2.2419 0.3806
H -2.3055 6.0721 -3.0624
C 3.0873 -3.2282 6.4792
H -0.1867 4.9538 0.9679
C -2.0824 -4.5962 -0.3327
O 1.6119 -3.0732 3.0972
C -0.0336 3.1444 2.0856
C 3.2746 -4.5528 6.5819
C 2.9081 -5.5191 5.4675
H -3.7330 4.5277 -5.6250
C -2.1719 -2.5955 -1.9141
O 0.8206 1.2636 -1.4981
H 3.8095 -6.1078 7.4257
C 2.1356 -3.6753 4.1540
O 0.3691 3.7959 -1.3632
H -0.5359 6.0916 -3.1101
H -1.4044 4.5632 -3.2033
H -2.1001 7.0216 -5.8029
O 0.1749 1.0894 3.1565
H 0.7303 3.3081 -6.9885
C -2.7199 4.3576 -5.9944
O 3.1379 -6.6952 5.6836
C -1.1081 -2.0144 -1.3389
O -0.3598 -4.5490 1.2577
H -0.2488 2.8477 3.8955
H -2.3751 3.3871 -5.6368
O 0.4717 3.7307 -6.1544
C 0.2372 1.6488 2.0748
H -2.7473 4.3320 -7.0843
C 0.0037 3.8900 0.9700
O -3.7027 -4.3429 -2.0358
O 3.7905 -5.1524 7.6399
H -2.4784 -5.5460 -0.0026
C -1.4248 5.6085 -3.5132
Cl -0.0795 5.6525 -8.2450
H 0.3718 -3.9504 1.5131
H 1.5868 -2.1148 3.3074
O 2.3002 -1.5300 5.0327
P 0.5080 5.3918 -6.2586
C 0.3082 3.2379 -0.2805
H 3.3485 -2.5358 7.2666
*
```

No. 6
C20H20F4N3 | ωB97M-V with the def2-TZVPD basis set

Output
SMILES string = Fc1cc(F)cc(C(c2cc(F)cc(F)c2)N2CCCN3CCC[NH+]=C32)c1
HOMO-LUMO gap = 9.7 eV

ORCA input file:
```
! wB97M-V def2-TZVPD RIJCOSX def2/J DEFGRID3
* xyz 1 1
H -0.0514 0.5033 7.9448
C -0.0451 -1.1376 3.3505
H -0.8873 1.5020 2.5792
C 1.4785 -0.4541 6.7706
H -3.6460 -2.6817 8.1474
C -1.3408 -0.6371 2.7598
C 2.2462 -1.5837 2.3553
H 1.9011 -0.0708 4.7008
C -2.8237 -2.9898 6.1875
H 1.9874 -1.4237 6.8033
H -1.3123 -2.5620 8.5338
F -4.5601 -2.1280 1.8453
H 2.0120 -2.6481 2.4133
H 0.5201 -1.0350 8.6159
H -3.7567 -3.1860 5.6510
C 0.2928 -0.5089 7.6777
C -1.6273 0.7088 2.4973
H 0.5597 0.9195 5.3504
C 3.9189 0.1726 1.9361
C 3.5572 -1.1660 2.0958
C -0.8974 -1.5002 5.7362
H -3.6745 -1.2250 7.1306
C 1.5154 0.6787 2.1929
N -0.8027 -1.2171 7.0420
H -1.9315 -0.9102 8.7751
H -0.0100 -2.2213 3.2254
F 3.1343 2.4041 1.7733
H -2.4156 -3.9483 6.5452
F -3.2118 2.4108 1.9217
H 2.1850 0.2998 7.1241
H -4.9806 0.4812 1.6758
H 4.9339 0.4942 1.7076
H -1.8236 -2.6161 4.3481
H -2.0290 -2.6404 2.2695
N -1.8930 -2.3068 5.3051
C -3.9753 0.1677 1.9533
F 4.5531 -2.1181 1.9751
C 2.8514 1.0623 1.9740
C 1.0374 -0.0737 5.3751
N 0.0265 -0.9785 4.8435
C 1.2394 -0.6349 2.6446
H 0.7553 1.4413 2.0286
C -3.0800 -2.1129 7.3957
C -2.9360 1.0739 2.1389
C -2.2889 -1.5802 2.3362
C -1.7746 -1.7001 8.0288
C -3.5924 -1.1664 2.0474
*
```

No. 7
C20H20N2O4 | ωB97M-V with the def2-TZVPD basis set

Output
SMILES string = CC(=O)Oc1ccc(C(=O)Nc2ccccc2C(=O)N2CCCC2)cc1
HOMO-LUMO gap = 9.3 eV

ORCA input file:
```
! wB97M-V def2-TZVPD RIJCOSX def2/J DEFGRID3
* xyz 0 1
C 1.4426 -3.1223 2.1500
H 1.9048 -3.8144 2.8361
H 2.1316 0.4074 1.3816
C -1.1599 3.4105 0.0145
H 4.3135 -6.0833 -0.0658
C 1.5418 -3.3550 0.7831
H -5.3425 2.5286 -1.3914
C 2.7200 1.6397 -0.2613
H 3.7119 1.2171 -0.3072
C 0.5387 1.6940 0.7487
O -1.2737 4.5264 0.4904
C -4.4563 2.1484 -0.8887
H 2.8145 -6.6425 -0.8026
H -0.2140 -0.7219 -0.3659
C -2.2025 1.4098 -1.0685
C 2.3561 2.6559 -1.1287
C 1.0940 3.2156 -1.0363
H 4.1076 -5.9544 -1.8238
N -0.4023 1.2545 1.6883
H -4.7692 1.5071 -0.0642
C 1.8265 1.1708 0.6839
C 0.1764 -1.1258 1.7073
N -2.2197 2.7025 -0.4157
H -3.8005 3.5862 0.6438
H -3.6000 4.1548 -1.0179
H -3.4308 1.9018 -2.7756
H -1.0422 1.9650 2.0273
C 3.6006 -5.8951 -0.8659
H 0.8070 4.0323 -1.6819
C -0.5947 0.0291 2.2538
C 0.7506 -2.0192 2.6069
O 3.2412 -3.5715 -1.3865
O -1.4057 -0.1104 3.1477
H 0.6551 -1.8319 3.6654
C 0.9316 -2.4977 -0.1223
H -1.3319 1.3130 -1.7214
H -3.8688 0.3608 -2.0180
C 3.0159 -4.5202 -0.6884
O 2.2169 -4.5025 0.3965
H 0.9892 -2.6925 -1.1807
H 3.0584 3.0246 -1.8600
H -2.1768 0.6088 -0.3179
C 0.1770 2.7351 -0.1132
C 0.2563 -1.3851 0.3435
C -3.5597 3.2699 -0.3735
C -3.5286 1.3757 -1.8253
*
```

No. 8
C20H20N2O5S2 | ωB97M-V with the def2-TZVPD basis set

Output
HOMO-LUMO gap = 7.8 eV

ORCA input file:
```
! wB97M-V def2-TZVPD RIJCOSX def2/J DEFGRID3
* xyz 0 1
C -3.3053 -0.7555 1.2944
C 2.5356 -2.0274 -0.5747
O -4.3349 -0.2985 1.9625
S 3.5409 1.2817 1.2744
H 4.9805 -1.7112 1.5649
C 1.3214 1.5892 -2.0088
C 0.9119 1.3853 0.6661
H 5.2222 0.0964 0.3360
H 1.4343 1.6931 -3.1312
H -2.4760 0.8239 -1.5357
H -3.2692 2.6029 -0.1940
O -1.4035 2.0828 0.6605
C -0.0657 1.7962 -1.4439
H 3.3159 -1.5038 1.8351
H -6.3185 -0.1166 2.0250
H 4.7096 -2.3558 -0.8295
H -2.1074 -1.4392 -1.6384
O 3.0101 0.8815 2.7039
C 3.7963 -2.5012 0.0862
C -5.6683 -0.3980 1.3824
C -3.3566 -1.0405 -0.1222
C 0.2617 -1.5448 -0.5682
C -2.2739 2.8718 -0.4567
H -2.0700 3.7702 -0.6202
H 2.9464 -2.3349 -2.7201
S 0.5187 -1.6984 -2.0894
C -0.1438 1.9799 -0.1997
C -2.1083 -1.3502 -0.7321
C 2.2328 1.3839 0.1154
C -2.1562 -0.8913 1.9216
C -1.0007 -1.4778 0.3003
H -2.1641 -0.5587 3.1598
C -1.0327 -1.1150 1.5455
C -2.3272 1.8897 -1.8404
H 3.3220 1.2272 -1.7542
H 3.7429 -3.3915 0.5788
H -4.1579 -1.1437 -0.6412
H 0.0911 -1.0841 2.0554
H -5.8249 -1.5417 0.9512
H -5.6948 0.4129 0.3677
O -1.0345 1.9221 -2.4517
C 2.3708 1.5130 -1.2903
H -3.1028 2.5459 -2.4544
N 4.2591 -0.0194 0.7048
O 4.3952 2.4832 0.8175
N 1.4702 -2.0680 0.0761
C 4.1455 -1.4410 1.0094
H 0.6268 1.6233 1.9751
C 2.2355 -2.0481 -2.0729
*
```

No. 9
C20H20N4O2S | ωB97M-V with the def2-TZVPD basis set

Output
SMILES string = CCNC(=O)Nc1ccc(-c2nc(C3=CCOCC3)c3sccc3n2)cc1
HOMO-LUMO gap = 8.2 eV

ORCA input file:
```
! wB97M-V def2-TZVPD RIJCOSX def2/J DEFGRID3
* xyz 0 1
N 0.7788 2.0686 1.2148
C 3.2945 1.5617 -2.1466
H -5.9118 -1.5163 3.7390
H 0.7878 4.4956 2.2892
H 3.1073 -0.5251 -2.5594
H -2.2678 -1.4814 3.0627
C 3.4885 0.5233 -4.4153
H -4.0851 -1.9084 1.8775
S 2.9597 4.7231 -0.6748
O 4.9088 0.7467 -4.2847
N -2.2051 -3.6859 1.6405
H -1.7659 -4.5187 1.2034
C -1.5573 -2.4869 1.3358
O -3.7877 -5.0869 1.5617
H -6.4128 -1.1587 2.0717
C 2.5009 1.8440 -0.9364
N 1.8830 0.7539 -0.4310
C 5.2690 2.0148 -3.6843
H 0.7141 -1.3582 -0.8739
C -1.6075 -1.4010 2.2002
H 5.2337 2.8051 -4.4634
H 4.7990 3.1181 -1.8669
C 1.4907 3.1032 0.7876
N -4.4310 -2.8543 1.7836
C -3.5134 -3.8947 1.6547
H 3.0462 1.3163 -4.9805
H 3.2907 -0.4118 -4.9674
H -7.4263 -2.1723 3.1279
H -0.7478 0.5625 2.6697
C -6.4048 -1.9232 2.8678
C -0.7542 -0.2765 1.9701
C 1.4036 4.3989 1.3906
H 2.2082 6.3839 1.0668
H 6.2979 1.9461 -3.2923
C 0.0606 -0.2164 0.8308
H 1.7400 0.3124 -3.1632
H -5.6110 -3.8995 3.1739
H -6.3999 -3.6830 1.6272
C -0.7076 -2.4701 0.2315
C 2.3057 3.0839 -0.3109
C 0.0603 -1.3350 -0.0128
H -0.6975 -3.2933 -0.4790
C 2.8333 0.4208 -3.0377
C 0.9858 0.8935 0.5657
C 2.1623 5.3451 0.7691
C -5.7409 -3.2025 2.3568
C 4.4252 2.3387 -2.4899
*
```

| no. | E (Ha) | molecular weight (g mol⁻¹) |
| --- | --- | --- |
| 1 | -7545.7756 | 834.3 |
| 2 | -2634.2133 | 710.4 |
| 3 | -8079.2930 | 773.0 |
| 4 | -2396.5677 | 630.9 |
| 5 | -2843.3282 | 562.9 |
| 6 | -1337.6265 | 378.4 |
| 7 | -1184.6593 | 352.4 |
| 8 | -2055.5980 | 432.5 |
| 9 | -1541.8173 | 380.5 |